[1]
C5H9NO3 | ωB97M-V/def2-TZVPD

```
18
Properties=species:S:1:pos:R:3:forces:R:3
C -4.42274 -11.93735 9.11683 0.42 0.61 -1.35
O -4.54556 -13.23547 9.59524 -1.62 -1.43 0.80
C -3.48422 -13.88334 10.02337 -0.59 0.47 0.37
O -2.37660 -13.41202 10.00639 -1.45 0.85 -0.23
O -3.88315 -15.07337 10.49393 -0.43 1.21 -0.26
C -2.93248 -15.89364 11.12973 0.31 -1.60 0.13
H -3.54369 -11.96093 8.47277 0.05 0.78 0.03
H -4.38132 -11.16024 9.88003 0.28 -0.29 0.21
H -5.30677 -11.75655 8.50534 0.06 -0.04 0.06
H -3.14786 -16.10104 12.17792 -0.48 0.40 -0.01
H -1.92084 -15.49355 11.06181 -1.81 -1.84 0.45
H -2.98546 -16.84632 10.60275 0.23 -0.08 0.08
C -0.42420 -14.58045 10.34235 1.41 1.07 -0.02
C 0.37981 -15.70630 10.66754 0.33 -0.02 -0.31
N 1.06080 -16.58943 10.90094 0.58 -1.05 0.38
H -0.61739 -14.47219 9.27509 0.11 -0.41 0.15
H 0.10813 -13.67765 10.64180 0.01 0.08 0.03
H -1.38740 -14.57245 10.85253 2.58 1.29 -0.49
```
Forces are in eV/Å.

Values from the calculation:
* relative energy (zero: lowest compared OMol25 entry of this formula, charge and spin): 84.2 kcal per mole
* gap between HOMO and LUMO: 11.049 eV
* spin multiplicity: 1
* HOMO energy: -0.384 Eh
* E_LUMO: 0.59 eV
* energy: -12961.0538 eV
* largest force on an atom: 2.9 eV/Å

***

[2]
C35H27N6O2PdSe | ωB97M-V/def2-TZVPD

```
72
Properties=species:S:1:pos:R:3:forces:R:3
Pd -0.04241 -0.50745 -0.80030 -0.08 0.20 -0.29
C -3.09037 -2.71301 2.50118 -0.02 -0.01 0.01
C -2.39709 -1.70076 1.82463 -0.07 0.04 -0.05
N -1.46891 -1.93193 0.92356 -0.03 -0.13 0.03
C -1.16860 -3.21063 0.62343 0.10 0.05 -0.08
C -1.81442 -4.29705 1.23359 0.02 -0.03 0.00
C -2.79750 -4.01520 2.19862 0.01 0.00 -0.02
C -1.46965 -5.64201 0.87252 -0.04 -0.02 0.04
C -0.51672 -5.88565 -0.04354 0.04 0.00 -0.05
C 0.18250 -4.80796 -0.68571 -0.06 0.02 0.06
C 1.18341 -5.04746 -1.63773 0.02 -0.05 -0.02
C 1.83235 -3.99534 -2.22462 0.02 0.05 -0.01
C 1.46905 -2.70078 -1.85942 -0.04 -0.10 0.05
N 0.51965 -2.45487 -0.96852 -0.09 0.02 0.13
C -0.13396 -3.47825 -0.36690 -0.05 0.07 0.07
H -3.84435 -2.45998 3.23343 0.00 0.02 0.00
H -2.62789 -0.65928 2.02634 0.01 0.01 0.00
H -3.31740 -4.83046 2.68632 0.02 -0.02 -0.01
H -1.99504 -6.45851 1.35125 -0.01 0.01 0.01
H -0.25940 -6.90065 -0.31676 0.02 0.01 -0.02
H 1.43490 -6.06723 -1.90054 -0.02 -0.01 0.01
H 2.60836 -4.14344 -2.96087 0.00 0.01 0.00
H 1.95467 -1.84247 -2.30218 -0.02 0.01 0.00
O -2.32202 -2.13871 -3.60779 0.00 0.01 -0.02
C -2.26340 -0.98790 -3.26661 -0.19 0.02 -0.11
N -2.95275 0.09041 -3.81318 0.18 0.06 0.04
C -2.43420 1.37674 -3.32636 0.04 0.04 -0.03
C -1.49669 0.84569 -2.25580 0.04 -0.25 0.18
O -0.75562 1.45605 -1.42840 -0.24 -0.29 -0.06
N -1.49409 -0.47271 -2.21914 0.26 0.25 -0.06
C -1.69386 2.11751 -4.43507 -0.01 -0.01 0.02
C -0.32671 1.95827 -4.62940 0.01 0.00 0.01
C 0.30477 2.58287 -5.69549 0.00 0.01 -0.02
C -0.42621 3.36414 -6.57773 0.01 -0.01 0.01
C -1.79133 3.52467 -6.38793 -0.02 0.00 0.00
C -2.42198 2.90803 -5.31868 0.00 0.00 0.00
C -3.49259 2.24012 -2.64980 -0.02 0.02 0.03
C -4.79780 1.80064 -2.49020 0.00 -0.01 0.00
C -5.73222 2.61085 -1.85502 0.00 0.00 0.01
C -5.36288 3.85420 -1.36906 0.01 -0.01 0.00
C -4.05163 4.29146 -1.51963 -0.02 0.00 0.01
C -3.12106 3.48983 -2.15815 0.01 0.01 -0.01
H -3.19903 0.01982 -4.78817 -0.06 -0.06 -0.02
H 0.26020 1.35768 -3.94403 0.00 0.00 0.00
H 1.37091 2.46169 -5.83493 0.00 0.00 0.01
H 0.06722 3.85129 -7.40798 0.00 0.00 0.00
H -2.36730 4.13667 -7.06922 0.00 0.00 -0.01
H -3.48428 3.05088 -5.16116 0.00 0.00 -0.01
H -5.08363 0.82815 -2.86704 -0.01 0.00 0.00
H -6.75255 2.26725 -1.74648 0.00 0.00 0.00
H -6.09330 4.48609 -0.88128 0.00 0.00 0.00
H -3.75880 5.26563 -1.15003 0.00 0.00 0.00
H -2.10327 3.83723 -2.28933 0.00 0.00 0.00
C -0.47899 2.45149 1.57080 -0.06 0.03 0.00
N -0.41188 1.28741 2.45082 0.16 0.02 -0.06
C 0.43497 0.26230 2.29526 0.00 -0.10 0.01
Se 1.63729 -0.06442 0.88654 0.21 0.14 0.17
N 0.32520 -0.53348 3.37137 0.01 -0.05 -0.05
C -0.63006 -0.03508 4.24347 -0.01 0.05 -0.03
C -1.12079 -0.49558 5.45710 0.00 -0.03 0.01
C -2.10650 0.26525 6.05544 0.01 0.00 -0.01
C -2.58146 1.44437 5.46480 0.00 0.01 -0.01
C -2.08963 1.90165 4.25706 0.00 0.01 0.02
C -1.10030 1.13500 3.65401 -0.02 -0.01 0.04
H -0.72938 2.15008 0.55889 0.00 0.00 0.00
H 0.48130 2.96338 1.57184 0.00 -0.01 0.00
H -1.24714 3.12051 1.94693 0.01 -0.01 0.01
H 0.83627 -1.39744 3.45240 0.01 0.01 0.01
H -0.74933 -1.40381 5.91150 0.00 0.00 0.01
H -2.51826 -0.05344 7.00283 0.00 0.00 0.00
H -3.35043 2.01384 5.96772 -0.01 -0.01 0.01
H -2.46170 2.81342 3.81217 0.00 0.00 -0.01
```
Forces are in eV/Å.

Values from the calculation:
* relative energy (zero: lowest compared OMol25 entry of this formula, charge and spin): 38.4 kcal per mole
* gap between HOMO and LUMO: 7.928 eV
* spin multiplicity: 1
* HOMO energy: -0.408 Eh
* net charge: +1
* E_LUMO: -3.18 eV
* energy: -118593.1089 eV
* largest force on an atom: 0.4 eV/Å

***

[3]
C3H7NO4P | ωB97M-V/def2-TZVPD

```
16
Properties=species:S:1:pos:R:3:forces:R:3
C 0.87223 -0.78387 0.06850 -1.60 2.73 0.12
C -1.60915 0.25637 -1.13636 0.58 0.65 2.58
C -1.19322 -0.09159 0.36692 3.54 -0.01 -3.69
N -1.24650 0.99392 1.26710 -0.96 -0.43 1.06
O 3.40928 -0.00755 -0.85210 -0.26 0.34 -0.17
O 1.87373 1.94936 0.00577 -0.36 0.20 -0.05
O 0.88543 -2.08906 -0.28572 -2.16 -0.29 -0.76
O 1.75466 -0.50289 1.10542 0.06 0.70 0.30
P 2.14800 0.52314 -0.25985 -0.20 -2.17 0.81
H -2.19233 1.17827 -1.07509 -0.21 -0.17 -0.26
H -0.69906 0.48281 -1.62770 0.96 0.51 -0.73
H -2.07298 -0.50214 -1.72637 -0.62 -0.76 0.01
H -1.50853 -1.03636 0.65571 -1.03 -1.46 1.04
H -1.80462 0.70656 2.09340 1.05 0.57 -0.55
H 1.72451 -2.47545 -0.11264 1.43 -0.16 0.36
H -0.34143 1.39850 1.51300 -0.21 -0.25 -0.08
```
Forces are in eV/Å.

Values from the calculation:
* relative energy (zero: lowest compared OMol25 entry of this formula, charge and spin): 51.9 kcal per mole
* gap between HOMO and LUMO: 7.359 eV
* spin multiplicity: 1
* HOMO energy: -0.129 Eh
* net charge: -1
* E_LUMO: 3.85 eV
* energy: -22193.9908 eV
* largest force on an atom: 5.1 eV/Å

***

[4]
C13H30Li4N2O7 | ωB97M-V/def2-TZVPD

```
56
Properties=species:S:1:pos:R:3:forces:R:3
Li 4.54289 -1.05046 2.47553 -0.36 -0.19 0.06
Li 7.76458 0.83654 1.26367 -1.00 -1.11 0.31
Li 8.87227 1.70284 4.04840 -0.29 -0.99 -0.01
Li 7.25936 -0.18891 5.59970 -0.21 -1.39 0.07
C 6.63879 -0.42439 3.36200 -1.90 0.52 -2.14
O 6.32166 -0.14136 2.20199 -1.97 0.82 -5.17
O 7.78127 -0.11371 3.63302 8.92 3.65 3.53
O 5.88213 -0.87243 4.17194 -3.03 -2.01 3.13
C 8.71925 -3.02972 5.73675 0.36 -1.20 -0.60
O 8.05226 -2.01868 6.43701 1.11 1.66 -1.38
C 7.20018 -2.52686 7.38013 -2.72 1.01 0.61
C 6.33098 -1.32007 7.92559 0.70 -0.22 0.87
N 5.71645 -0.49811 6.91762 0.32 1.25 -1.21
C 4.97853 0.71324 7.36860 1.15 -0.20 -0.45
C 4.15406 1.36714 6.20377 -1.61 -1.94 3.75
O 2.99910 0.51801 5.88851 1.10 0.90 -1.96
C 2.14938 0.19149 6.95530 0.03 -1.16 0.66
H 8.04875 -3.75219 5.27138 -0.63 0.32 -0.29
H 9.27279 -3.69623 6.39815 0.56 0.44 0.29
H 9.34349 -2.61240 4.94663 0.05 0.12 0.33
H 7.76866 -3.12460 8.09263 -0.40 0.21 0.53
H 6.46412 -3.13663 6.85623 -0.04 -0.67 0.09
H 6.95554 -0.59620 8.44907 0.42 -0.36 0.58
H 5.55073 -1.62388 8.62345 0.23 -0.64 0.27
H 5.43184 -0.91008 6.04048 -0.89 -0.38 0.36
H 5.71980 1.42797 7.72608 0.49 0.56 -0.56
H 4.51744 0.61032 8.35089 -1.14 -0.74 -0.35
H 4.88262 1.56428 5.41737 -1.00 0.03 -0.58
H 3.61155 2.17291 6.69828 0.94 1.09 -0.54
H 1.83905 0.96575 7.65695 0.70 0.50 0.00
H 2.64779 -0.64600 7.44346 -0.29 0.08 0.78
H 1.18750 -0.19920 6.62325 0.19 0.02 -0.77
C 5.13079 -3.67729 1.24396 -0.21 -0.27 0.48
O 4.48202 -3.16653 2.47470 -0.48 0.87 -1.00
C 3.03621 -3.31484 2.60099 -0.96 0.01 -0.01
C 2.32472 -2.46840 3.72406 2.33 -0.47 0.33
N 2.59665 -1.05646 3.47264 -0.96 0.35 -1.05
C 1.57283 -0.57313 2.53231 1.85 -0.25 -1.86
C 2.28169 0.37246 1.56271 -0.03 2.41 -0.79
O 3.37699 -0.19239 0.82257 1.34 -0.53 -1.04
C 4.10358 0.76324 -0.12430 -2.79 0.13 1.92
H 5.34672 -4.73224 1.41294 0.05 0.09 -0.17
H 6.04223 -3.13786 0.98627 0.38 0.17 1.21
H 4.67458 -3.54781 0.26252 -1.44 -0.07 0.42
H 2.71605 -4.34762 2.73872 0.49 -0.27 0.11
H 2.52117 -2.99542 1.69502 0.44 0.01 -0.49
H 2.73044 -2.72320 4.70313 0.01 -0.17 0.06
H 1.26745 -2.73344 3.71640 -0.08 -0.03 -0.08
H 2.50828 -0.39047 4.22678 0.52 -0.68 0.98
H 0.69202 -0.15992 3.02380 0.04 0.23 -0.24
H 1.30017 -1.41944 1.90182 -0.53 0.04 0.10
H 2.69940 1.26278 2.03275 0.09 0.03 0.99
H 1.61861 0.87908 0.86145 -0.59 -0.56 -0.31
H 4.78876 1.35313 0.48453 0.58 -0.44 -0.23
H 3.34321 1.49258 -0.40359 -0.11 0.06 -0.23
H 4.43487 0.33417 -1.06995 0.29 -0.62 0.68
```
Forces are in eV/Å.

Values from the calculation:
* relative energy (zero: lowest compared OMol25 entry of this formula, charge and spin): 22.6 kcal per mole
* gap between HOMO and LUMO: 6.482 eV
* spin multiplicity: 1
* HOMO energy: -0.523 Eh
* net charge: +2
* E_LUMO: -7.74 eV
* energy: -32088.2331 eV
* largest force on an atom: 10.3 eV/Å